Entry from the OMol25 dataset: C18H22MnNO2S4 as an isolated structure in a non-equilibrium geometry (ωB97M-V with the def2-TZVPD basis set).

Its net charge is +1. Its LUMO energy (alpha / beta) is -0.1063 / -0.1099 hartree. For the HOMO energy (alpha / beta), the calculation gives -0.431 / -0.421 Eh. The value obtained for the HOMO-LUMO gap (alpha / beta) is 8.85 / 8.47 eV. Its spin multiplicity is 2.

CARTESIAN COORDINATES (ANGSTROEM)
Mn (0.849, 0.038, -0.936)
C (-2.178, -1.997, 0.098)
C (-0.952, -2.925, 0.197)
S (0.559, -2.536, -0.738)
C (0.284, -2.978, -2.474)
C (-0.606, -2.077, -3.312)
S (0.122, -0.416, -3.457)
C (-1.366, 0.607, -3.679)
C (-1.145, 2.023, -3.164)
S (-0.493, 2.225, -1.484)
C (-1.866, 2.184, -0.289)
C (-2.701, 0.905, -0.149)
S (-1.711, -0.478, -0.754)
H (-2.567, -1.762, 1.089)
H (-2.969, -2.466, -0.482)
H (-1.220, -3.948, -0.062)
H (-0.571, -2.930, 1.218)
H (-0.071, -4.008, -2.508)
H (1.303, -2.963, -2.867)
H (-1.613, -1.979, -2.909)
H (-0.675, -2.506, -4.312)
H (-2.197, 0.111, -3.182)
H (-1.580, 0.659, -4.746)
H (-2.061, 2.608, -3.245)
H (-0.379, 2.521, -3.761)
H (-2.508, 3.040, -0.492)
H (-1.323, 2.380, 0.637)
H (-3.611, 0.956, -0.742)
H (-2.972, 0.746, 0.895)
O (4.683, 0.971, -1.002)
C (3.563, 0.631, -0.720)
O (2.665, 0.125, -1.516)
C (3.069, 0.769, 0.705)
C (3.951, 1.132, 1.737)
C (3.465, 1.233, 3.004)
C (2.096, 0.976, 3.254)
C (1.524, 1.055, 4.548)
C (0.201, 0.791, 4.741)
C (-0.619, 0.438, 3.645)
C (-0.097, 0.361, 2.385)
C (1.274, 0.626, 2.163)
N (1.789, 0.534, 0.897)
H (4.983, 1.320, 1.480)
H (4.110, 1.505, 3.831)
H (2.159, 1.335, 5.379)
H (-0.228, 0.848, 5.732)
H (-1.667, 0.226, 3.816)
H (-0.704, 0.093, 1.530)